Density functional theory data (ωB97M-V/def2-TZVPD) for a single C3H7NO2 molecule at a distorted geometry.

Output
Structure (SMILES): N[C@H](C=O)CO
Energy relative to the best compared isomer or geometry (same formula, charge and spin): 295.67 kJ/mol

```
13
Properties=species:S:1:pos:R:3:lowdin_charge:R:1
N -0.07399 0.94004 -1.44973 0.046
C 0.49001 0.08343 -0.37726 -0.325
C 0.27766 -1.39634 -0.59325 -0.267
O 0.32011 -2.15580 0.30242 0.080
C -0.28771 0.26877 0.94148 -0.213
O -0.57242 1.66615 1.16409 -0.138
H 0.67287 1.49971 -1.65916 0.029
H -0.96440 1.47158 -1.11285 0.113
H 1.59569 0.35542 -0.24941 0.178
H 0.17139 -1.80063 -1.59741 0.119
H -1.30390 -0.16342 0.95308 0.129
H 0.40173 0.13511 1.92123 0.180
H -0.91674 2.10402 0.33469 0.071
```